Density functional theory data (ωB97M-V/def2-TZVPD) for a molecular structure, C41H39As2F6N2O4PS2V at a distorted geometry.

Each line ends with the Mulliken spin population.
Element x y z (Å)
V1 -1.86 0.40 -0.28  0.974
F1 -3.82 1.35 2.05  0.005
C1 -3.55 2.63 1.80  0.006
F2 -4.49 3.12 1.01  0.000
F3 -3.53 3.29 2.95  0.000
S1 -1.86 2.78 1.04  -0.036
O1 -1.16 1.58 1.53  0.005
O2 -1.41 4.09 1.38  0.000
N1 -2.24 2.60 -0.53  0.020
S2 -1.03 2.44 -1.60  -0.040
O3 0.10 1.74 -0.99  0.030
O4 -1.52 2.08 -2.90  -0.004
C2 -0.47 4.17 -1.92  0.003
F4 -1.53 4.96 -2.07  0.000
F5 0.24 4.18 -3.05  0.000
F6 0.29 4.63 -0.93  0.000
C3 -1.77 -3.02 2.35  0.014
C4 -3.13 -3.20 2.61  -0.011
C5 -4.04 -2.45 1.89  0.015
C6 -3.60 -1.52 0.96  0.049
N2 -2.28 -1.27 0.79  -0.092
C7 -1.40 -2.05 1.45  0.085
C8 -4.47 -0.77 0.02  -0.048
C9 -5.86 -0.89 -0.02  -0.037
C10 -6.57 -0.22 -0.99  0.041
C11 -5.90 0.57 -1.93  -0.027
C12 -4.53 0.70 -1.87  0.082
C13 -3.77 0.05 -0.88  -0.022
H1 -1.02 -3.61 2.85  0.000
H2 -3.46 -3.92 3.35  -0.001
H3 -5.10 -2.58 2.05  0.000
H4 -0.35 -1.85 1.25  -0.066
H5 -6.38 -1.51 0.69  0.000
H6 -7.65 -0.31 -1.03  0.003
H7 -6.47 1.09 -2.70  -0.001
H8 -4.02 1.33 -2.60  0.006
C14 2.43 0.23 -5.48  0.000
As1 1.34 0.39 -3.86  0.001
C15 2.79 0.92 -2.65  0.000
C16 1.39 -1.49 -3.28  -0.011
C17 2.51 -2.26 -3.56  0.000
C18 2.66 -3.55 -3.08  0.000
C19 1.66 -4.09 -2.28  0.001
C20 0.53 -3.33 -2.00  0.002
C21 0.36 -2.04 -2.51  0.007
As2 -1.38 -1.17 -2.10  0.025
C22 -1.98 -0.89 -3.95  0.005
C23 -2.42 -2.81 -1.89  0.007
H9 3.49 0.15 -5.26  0.000
H10 2.27 1.13 -6.08  0.000
H11 2.12 -0.63 -6.08  0.000
H12 3.64 0.25 -2.76  0.000
H13 2.41 0.88 -1.63  -0.001
H14 3.10 1.95 -2.86  0.000
H15 3.30 -1.84 -4.18  0.000
H16 3.54 -4.13 -3.33  0.000
H17 1.76 -5.09 -1.88  0.000
H18 -0.23 -3.77 -1.37  0.002
H19 -1.36 -1.49 -4.61  0.000
H20 -1.91 0.16 -4.23  -0.001
H21 -3.01 -1.22 -4.02  0.000
H22 -2.20 -3.49 -2.71  0.000
H23 -3.47 -2.51 -1.94  0.001
H24 -2.25 -3.30 -0.94  -0.002
C24 0.73 -0.06 6.15  0.000
C25 -0.29 -0.25 5.24  -0.001
C26 -0.03 -0.15 3.87  0.008
C27 1.25 0.14 3.40  -0.002
C28 2.26 0.32 4.34  -0.002
C29 2.01 0.22 5.70  0.000
P1 1.52 0.36 1.58  0.005
C30 3.03 -0.66 1.33  0.007
C31 4.31 -0.35 1.79  0.000
C32 5.37 -1.21 1.55  0.000
C33 5.18 -2.38 0.83  0.000
C34 3.92 -2.68 0.33  -0.001
C35 2.86 -1.82 0.58  0.009
C36 2.19 2.07 1.61  -0.003
C37 1.59 3.04 2.41  0.000
C38 2.00 4.37 2.35  0.000
C39 3.03 4.74 1.49  0.000
C40 3.63 3.79 0.69  0.000
C41 3.21 2.47 0.74  0.000
H25 0.53 -0.13 7.22  0.000
H26 -1.30 -0.46 5.57  0.000
H27 -0.85 -0.28 3.17  0.003
H28 3.27 0.56 4.02  0.000
H29 2.82 0.38 6.41  0.000
H30 4.49 0.57 2.32  0.000
H31 6.36 -0.96 1.93  0.000
H32 6.01 -3.05 0.65  0.000
H33 3.77 -3.57 -0.26  0.000
H34 1.89 -2.05 0.16  -0.009
H35 0.79 2.77 3.09  0.000
H36 1.51 5.11 2.97  0.000
H37 3.35 5.78 1.44  0.000
H38 4.44 4.07 0.02  0.000
H39 3.69 1.73 0.10  0.000

The energy above the lowest of the compared OMol25 structures with the same formula, charge and spin is 0.0 kcal per mole. As for the LUMO energy (spin up / spin down): 0.15 / -0.12 eV. The expectation value of S² is 0.7678. As for the HOMO energy (spin up / spin down): -7.1907 / -6.5660 eV. The multiplicity is 2. As for the largest force on an atom: 1.644 eV Å⁻¹. The value obtained for the gap between HOMO and LUMO (spin up / spin down) is 7.3359 / 6.4509 eV. The net charge is 0.